The following is a DFT calculation (ωB97M-V with the def2-TZVPD basis set) of one molecule with the formula C4HBr3O2S2 at a distorted geometry.

The calculation puts the LUMO energy at -0.49 eV. The calculation puts the frontier orbital gap at 8.67 eV. The energy relative to the best compared isomer or geometry (same formula, charge and spin) comes out at 0.0 kJ/mol. The calculation puts the electronic energy at -8821.87317 a.u.

```
12
Properties=species:S:1:pos:R:3:mulliken_charge:R:1
C 0.057 0.502 0.219 -0.54
C -1.279 0.654 -0.196 0.20
C 0.728 1.745 0.279 0.11
C -1.672 1.971 -0.205 0.14
O -3.369 -0.328 -1.541 -0.48
O -1.646 -1.898 -0.507 -0.55
S -0.385 3.104 0.112 -0.13
S -2.461 -0.712 -0.491 0.92
Br 2.534 2.106 0.617 -0.08
Br -3.450 2.452 -0.443 -0.04
Br -3.680 -0.683 1.289 -0.05
H 0.650 -0.331 0.425 0.50
```